Record 1
Formula: C19H20ClGeO5Ti
Source: the Open Molecules 2025 dataset
Level of theory: ωB97M-V/def2-TZVPD

Cartesian coordinates (Å):
1 Ge -0.108 -0.122 0.120
2 Ti 1.409 1.996 0.120
3 Cl 3.002 1.996 1.713
4 O 3.369 1.996 0.275
5 O 1.564 1.996 2.080
6 O 3.606 0.821 2.317
7 O 1.409 1.996 -1.846
8 O 3.605 3.172 2.317
9 C -1.826 0.371 0.846
10 C 1.079 3.326 -2.203
11 C -0.284 -0.733 -1.701
12 C -3.001 0.178 0.106
13 C 2.664 -2.864 1.691
14 C 1.995 -3.415 2.787
15 C -4.307 1.097 1.928
16 C 0.738 -1.465 1.215
17 C 0.091 -2.036 -2.061
18 C -0.926 -0.293 -3.999
19 C -0.792 0.136 -2.675
20 C -3.137 1.290 2.669
21 C -4.238 0.541 0.647
22 C 2.037 -1.890 0.906
23 C -1.899 0.928 2.129
24 C 0.070 -2.021 2.315
25 C 0.699 -2.994 3.099
26 C -0.044 -2.463 -3.386
27 C -0.551 -1.593 -4.355
28 H 0.384 3.428 0.120
29 H -0.998 1.082 2.710
30 H 1.723 4.021 -1.658
31 H -5.144 0.390 0.074
32 H -5.265 1.377 2.346
33 H -1.319 0.380 -4.749
34 H 0.482 -2.722 -1.322
35 H -0.655 -1.925 -5.380
36 H -1.085 1.144 -2.409
37 H 2.359 1.858 -2.097
38 H 0.181 -3.423 3.947
39 H 3.667 -3.190 1.449
40 H 1.212 3.459 -3.279
41 H 2.480 -4.169 3.394
42 H 0.245 -3.469 -3.661
43 H 2.563 -1.468 0.059
44 H -3.190 1.721 3.661
45 H -0.933 -1.708 2.568
46 H -2.965 -0.253 -0.885
47 H 0.036 3.517 -1.940

Results
* 2S+1: 4
* HOMO (alpha / beta): -6.4 / -8.5 eV
* LUMO energy (alpha / beta): 0.0035 / -0.0725 Ha
* strongest force on any atom: 0.191 Eh/bohr
* gap between HOMO and LUMO (alpha / beta): 6.5 / 6.6 eV
* DFT total energy: -122405.5456 eV

Record 2
Formula: C3H5N3O
Source: the Open Molecules 2025 dataset
Level of theory: ωB97M-V/def2-TZVPD

Cartesian coordinates (Å):
1 O -2.055 1.002 0.282
2 N 0.617 0.432 -0.670
3 N 1.956 0.393 -0.289
4 N -0.690 -1.150 0.671
5 C 2.351 -0.574 0.482
6 C -1.961 -0.356 0.083
7 C 0.097 -0.466 0.067
8 H 2.480 1.158 -0.690
9 H -1.496 1.485 -0.350
10 H -2.677 -0.852 0.708
11 H -2.045 -0.631 -0.979
12 H 3.423 -0.440 0.686

Results
* energy above the lowest of the compared OMol25 structures with the same formula, charge and spin: 6.480 eV
* HOMO: -9.0 eV
* LUMO energy: 0.0209 Ha
* strongest force on any atom: 0.024 Eh/bohr
* gap between HOMO and LUMO: 9.6 eV
* DFT total energy: -9704.1039 eV

Record 3
Formula: C27H60BF4N3
Source: the Open Molecules 2025 dataset
Level of theory: ωB97M-V/def2-TZVPD

Cartesian coordinates (Å):
1 F -0.238 -0.355 -2.360
2 F 0.332 -0.432 -0.190
3 F 1.515 0.859 -1.802
4 F 1.661 -1.403 -1.574
5 N -1.258 -3.094 -0.890
6 N 2.679 0.904 1.631
7 N -1.432 1.491 0.075
8 C 3.704 2.854 2.890
9 C 2.799 3.864 2.118
10 C 3.944 0.579 0.695
11 C -2.077 -1.008 -2.203
12 C 4.810 -0.154 -1.554
13 C 1.689 1.920 0.946
14 C 0.369 2.465 -1.544
15 C -5.227 0.744 1.127
16 C -0.511 0.541 0.909
17 C -0.050 -2.347 -0.230
18 C 3.583 0.031 -0.731
19 C 0.157 3.812 -0.842
20 C -1.705 -4.362 -0.111
21 C -0.409 -2.671 -3.353
22 C -2.865 -5.449 1.861
23 C -2.391 -2.100 -1.107
24 C 1.781 -0.351 1.791
25 C 2.436 3.229 0.744
26 C -3.680 0.679 1.314
27 C -0.892 1.585 -1.363
28 C 3.085 1.461 2.994
29 C -2.916 0.898 -0.007
30 C -2.444 -4.148 1.230
31 C -1.485 2.849 0.685
32 C -0.120 3.560 0.612
33 C -0.898 -3.700 -2.297
34 C -1.455 -1.548 -3.532
35 B 0.855 -0.298 -1.479
36 H 3.315 4.802 1.912
37 H -2.254 -1.911 -4.178
38 H 3.065 -0.928 -0.691
39 H 2.423 -1.176 2.102
40 H 0.476 2.515 -2.627
41 H -3.481 1.583 -0.640
42 H -0.775 -4.901 0.068
43 H -3.301 -5.415 2.860
44 H 0.702 2.997 1.055
45 H -2.960 -0.391 -2.369
46 H 0.817 -3.008 -0.212
47 H -5.553 1.660 0.634
48 H -0.700 4.335 -1.267
49 H -0.565 0.617 -1.742
50 H -1.788 2.733 1.725
51 H 1.942 4.199 2.703
52 H -2.496 -1.506 -0.199
53 H 0.831 2.036 1.607
54 H -0.244 -4.568 -2.215
55 H -2.315 3.323 0.161
56 H -1.676 1.995 -2.000
57 H -0.179 -3.248 -4.249
58 H 0.556 -2.255 -3.066
59 H 0.512 0.847 0.691
60 H -5.712 0.697 2.102
61 H -3.413 1.318 2.156
62 H -2.268 -5.045 -0.748
63 H 3.786 3.127 3.942
64 H 4.432 1.552 0.753
65 H -0.071 4.478 1.197
66 H 2.882 0.743 -1.168
67 H 4.742 2.775 2.568
68 H 1.301 2.024 -1.190
69 H -0.601 -0.513 0.648
70 H 2.250 1.502 3.693
71 H 0.941 -0.148 2.454
72 H -5.566 -0.145 0.595
73 H -1.477 -0.241 -1.713
74 H 4.559 -0.486 -2.562
75 H -0.704 0.540 1.982
76 H 3.316 3.160 0.104
77 H 3.772 0.763 3.472
78 H -1.770 -4.129 -2.790
79 H 1.423 -0.642 0.804
80 H -3.628 -5.865 1.203
81 H -2.842 -0.057 -0.526
82 H 1.054 4.424 -0.937
83 H -2.032 -6.142 1.741
84 H -3.140 -3.326 1.063
85 H -1.696 -3.733 1.907
86 H 0.169 -1.515 -0.899
87 H 1.387 1.554 -0.035
88 H 5.433 0.740 -1.583
89 H -3.364 -0.324 1.600
90 H -1.084 -0.697 -4.103
91 H -0.279 -1.999 0.777
92 H 4.544 -0.063 1.340
93 H 5.464 -0.934 -1.164
94 H 1.815 3.947 0.209
95 H -3.322 -2.582 -1.405

Results
* energy above the lowest of the compared OMol25 structures with the same formula, charge and spin: 29.355 eV
* charge: +2
* HOMO: -15.2 eV
* LUMO energy: -0.1592 Ha
* strongest force on any atom: 0.311 Eh/bohr
* gap between HOMO and LUMO: 10.9 eV
* DFT total energy: -44953.9478 eV

Record 4
Formula: C24H18BaBrN5O9S
Source: the Open Molecules 2025 dataset
Level of theory: ωB97M-V/def2-TZVPD

Cartesian coordinates (Å):
1 Ba -1.968 -1.598 -1.087
2 Br 4.549 -1.202 5.045
3 S -2.179 -4.459 -0.136
4 O -0.799 -4.946 -0.211
5 O -3.153 -5.432 0.328
6 O 1.183 3.019 0.843
7 O 2.223 -0.123 -3.189
8 O 0.500 1.586 -0.730
9 O -5.366 0.710 1.118
10 O -2.574 -3.917 -1.507
11 O -4.016 -0.162 -0.463
12 O -2.179 -3.217 0.763
13 N 1.388 0.082 1.881
14 N 0.803 -1.943 -0.475
15 N -1.925 1.285 0.588
16 N 0.042 -0.880 -2.937
17 N -2.112 1.243 -3.161
18 C 3.672 -0.168 2.540
19 C -3.199 1.612 2.582
20 C -3.051 1.122 1.282
21 C 1.712 -1.580 -1.380
22 C -0.494 3.505 -3.165
23 C 3.048 -1.957 -1.254
24 C -0.877 1.200 -3.673
25 C 0.284 2.137 0.306
26 C -2.524 2.387 -2.626
27 C 1.149 -2.759 0.516
28 C -4.273 0.471 0.586
29 C -1.764 3.548 -2.608
30 C 1.015 -0.429 3.049
31 C 3.258 -0.684 3.752
32 C 3.414 -2.787 -0.210
33 C -2.161 2.313 3.163
34 C 2.684 0.199 1.635
35 C 1.307 -0.757 -2.609
36 C 2.448 -3.215 0.688
37 C -1.007 2.534 2.422
38 C -0.947 1.990 1.148
39 C -0.384 -0.154 -4.115
40 C -0.037 2.311 -3.694
41 C 1.911 -0.833 4.028
42 H 1.917 3.013 0.212
43 H 4.720 -0.064 2.296
44 H 3.744 -1.596 -1.999
45 H -0.053 -0.540 3.209
46 H -0.171 3.092 2.817
47 H -2.248 2.698 4.173
48 H 2.951 0.576 0.652
49 H 0.145 4.381 -3.164
50 H 0.346 -3.071 1.175
51 H 2.678 -3.897 1.497
52 H 1.563 -1.259 4.958
53 H -4.146 1.434 3.070
54 H 4.444 -3.114 -0.107
55 H -3.514 2.368 -2.180
56 H -1.218 -0.687 -4.578
57 H 0.433 -0.025 -4.836
58 H -2.160 4.447 -2.152
59 H 0.969 2.193 -4.076

Results
* energy above the lowest of the compared OMol25 structures with the same formula, charge and spin: 0.359 eV
* charge: -2
* HOMO: -2.5 eV
* LUMO energy: 0.1244 Ha
* strongest force on any atom: 0.031 Eh/bohr
* gap between HOMO and LUMO: 5.9 eV
* DFT total energy: -132636.7411 eV

Record 5
Formula: C39H28F5N12O4Zr
Source: the Open Molecules 2025 dataset
Level of theory: ωB97M-V/def2-TZVPD

Cartesian coordinates (Å):
1 Zr 0.369 -0.335 -0.482
2 F 3.449 -3.611 -1.927
3 F 2.609 -3.661 -3.910
4 F 2.294 -1.394 -1.411
5 F 0.384 -2.370 -1.612
6 F 1.507 -4.541 -2.274
7 O -2.148 0.761 6.468
8 O 2.464 -1.028 3.385
9 O 1.734 -0.101 1.034
10 O -0.674 -0.925 6.874
11 N -1.871 -0.907 -1.430
12 N -0.860 1.497 0.357
13 N -3.138 -0.817 -3.440
14 N -0.767 1.406 -1.874
15 N -0.728 -0.573 1.885
16 N -4.346 -2.668 -4.040
17 N 2.263 2.020 0.460
18 N -2.336 -2.616 0.054
19 N 0.756 -2.575 0.977
20 N 1.218 0.434 -3.182
21 N 1.812 1.466 -0.739
22 N -3.349 -2.688 -1.983
23 C 1.586 -2.140 -2.479
24 C 2.523 0.281 3.717
25 C 2.589 2.655 3.237
26 C 2.750 1.884 5.493
27 C 2.352 1.977 -1.780
28 C 2.182 1.663 -5.486
29 C 2.039 1.491 -3.116
30 C -1.342 -0.139 6.194
31 C -0.694 -1.482 4.107
32 C 2.170 1.104 1.374
33 C -1.416 3.663 -1.074
34 C -2.566 2.534 1.700
35 C -1.309 2.183 -0.788
36 C -1.681 3.336 -3.599
37 C -2.194 1.964 -3.665
38 C -1.300 4.034 -2.506
39 C -1.176 0.573 2.455
40 C 2.464 1.331 2.782
41 C -1.467 1.620 1.488
42 C -0.496 -1.582 2.734
43 C 0.168 -2.767 2.167
44 C 2.296 -3.508 -2.615
45 C -2.530 -2.070 -1.147
46 C -3.589 -2.060 -3.131
47 C 2.656 0.575 5.073
48 C 2.731 2.936 4.574
49 C -1.772 1.031 -2.804
50 C -2.669 2.858 -0.729
51 C 0.866 -0.002 -4.384
52 C -2.297 -0.316 -2.575
53 C 1.308 0.594 -5.560
54 C 0.288 -3.951 2.883
55 C -3.204 3.006 0.620
56 C 1.809 -4.717 1.231
57 C -1.136 -0.305 4.671
58 C 2.562 2.124 -4.235
59 C -1.394 0.748 3.799
60 C 1.595 -3.526 0.564
61 C 1.108 -4.953 2.399
62 H -4.555 -2.198 -4.902
63 H 2.809 3.960 4.912
64 H 2.546 3.454 2.508
65 H -4.166 3.491 0.729
66 H 3.246 2.954 -4.122
67 H 0.981 0.200 -6.512
68 H 2.563 2.129 -6.385
69 H -0.115 2.005 -2.371
70 H 3.068 2.782 -1.642
71 H -1.753 1.677 4.225
72 H -1.920 -2.080 0.798
73 H -2.984 2.632 2.690
74 H -4.714 -3.584 -3.852
75 H 2.666 -0.247 5.776
76 H -2.831 -3.465 0.273
77 H -1.071 4.379 -0.340
78 H 2.156 -3.313 -0.320
79 H 0.239 -0.883 -4.407
80 H -1.635 3.864 -4.545
81 H -2.911 1.700 -4.433
82 H -0.430 -2.281 4.786
83 H 2.838 2.093 6.551
84 H 2.333 -1.092 2.426
85 H 1.223 -5.880 2.944
86 H 2.511 -5.433 0.829
87 H -0.235 -4.078 3.819
88 H -3.381 2.750 -1.536
89 H -0.932 5.039 -2.679

Results
* charge: +1
* HOMO: -9.9 eV
* LUMO energy: -0.1570 Ha
* strongest force on any atom: 0.011 Eh/bohr
* gap between HOMO and LUMO: 5.7 eV
* DFT total energy: -81833.0197 eV

Record 6
Formula: C38H37GeN2OPPt
Source: the Open Molecules 2025 dataset
Level of theory: ωB97M-V/def2-TZVPD

Cartesian coordinates (Å):
1 Pt -0.455 -0.926 -0.056
2 Ge -0.255 1.764 0.000
3 P 1.799 -1.039 0.145
4 O -2.198 -1.983 -0.520
5 N -0.536 -1.172 2.001
6 N 1.799 -1.517 1.747
7 C -1.726 1.874 -1.234
8 C -0.701 2.284 1.779
9 C -0.297 -3.577 -3.084
10 C -1.658 -1.219 2.746
11 C 3.529 -0.959 -0.352
12 C 3.859 -0.284 -1.526
13 C 0.648 -1.511 2.555
14 C -2.872 1.518 -3.331
15 C 0.967 -3.594 -1.017
16 C -3.888 2.372 -2.920
17 C -0.414 -1.885 4.658
18 C 0.550 -1.493 -2.219
19 C 0.280 -4.266 -2.002
20 C -1.941 1.912 2.315
21 C 4.470 -1.725 0.337
22 C -1.637 -1.566 4.072
23 C -0.168 -2.215 -3.196
24 C -2.760 2.732 -0.828
25 C 5.752 -1.816 -0.183
26 C 1.658 2.616 -1.952
27 C -0.256 3.601 3.747
28 C 1.500 2.179 -0.630
29 C 0.734 -1.867 3.894
30 C 3.799 2.764 -0.167
31 C 2.878 3.127 -2.371
32 C -1.475 3.207 4.282
33 C -1.788 1.276 -2.500
34 C 6.091 -1.152 -1.353
35 C -4.235 -0.689 -0.105
36 C 1.134 -2.206 -1.128
37 C 3.942 3.208 -1.476
38 C -2.323 2.369 3.565
39 C -3.824 2.992 -1.678
40 C 2.584 2.247 0.258
41 C -3.561 -1.895 -0.707
42 C -4.204 -3.247 -0.367
43 C 0.138 3.141 2.498
44 C 5.145 -0.389 -2.026
45 H 1.075 3.486 2.082
46 H 2.678 -1.600 2.241
47 H -0.985 0.652 -2.861
48 H -3.585 -1.827 -1.827
49 H -0.818 -4.136 -3.850
50 H 7.097 -1.232 -1.743
51 H 4.242 -2.293 1.230
52 H -3.749 0.237 -0.404
53 H 1.389 -4.126 -0.174
54 H 0.186 -5.343 -1.949
55 H 1.691 -2.144 4.315
56 H -4.600 3.681 -1.372
57 H 3.127 0.325 -2.043
58 H -2.911 1.066 -4.314
59 H -3.677 -4.068 -0.848
60 H -0.364 -2.161 5.703
61 H -4.264 -0.764 0.985
62 H 4.885 3.631 -1.798
63 H -5.238 -3.239 -0.707
64 H -4.194 -3.391 0.714
65 H 0.834 -0.465 -2.422
66 H -2.723 3.224 0.134
67 H 6.487 -2.419 0.335
68 H -2.572 -0.959 2.236
69 H 5.410 0.129 -2.938
70 H 0.385 4.279 4.295
71 H -4.722 2.572 -3.580
72 H -3.288 2.096 3.973
73 H -5.270 -0.657 -0.444
74 H -0.566 -1.696 -4.058
75 H -2.557 -1.583 4.639
76 H 0.821 2.609 -2.640
77 H -2.625 1.301 1.736
78 H 4.629 2.833 0.524
79 H 2.475 1.930 1.290
80 H -1.778 3.573 5.254
81 H 2.991 3.489 -3.384

Results
* energy above the lowest of the compared OMol25 structures with the same formula, charge and spin: 2.187 eV
* charge: +3
* 2S+1: 2
* HOMO (alpha / beta): -16.9 / -16.9 eV
* LUMO energy (alpha / beta): -0.3856 / -0.4104 Ha
* strongest force on any atom: 0.038 Eh/bohr
* gap between HOMO and LUMO (alpha / beta): 6.4 / 5.8 eV
* DFT total energy: -114058.1910 eV